[1]
C3H12NO | ωB97M-V/def2-TZVPD

expectation value of S² = 0.754
LUMO level (spin up / spin down) = -7.80 / -14.85 eV
HOMO level (spin up / spin down) = -22.120 / -21.959 eV
frontier orbital gap (spin up / spin down) = 14.322 / 7.110 eV

ORCA input file:
```
! RIJCOSX wB97M-V def2-TZVPD def2/J DEFGRID3
* xyz 2 2
C 0.473 2.082 1.536
N -0.726 1.181 1.297
H 1.143 1.524 2.207
H 1.069 2.079 0.627
H 0.149 3.010 1.996
H -1.549 1.341 0.715
H -1.104 0.844 2.203
H -0.286 0.313 0.875
C 0.518 -0.859 -1.263
O 0.589 -0.894 0.129
C -0.560 -1.865 -1.705
H 0.065 0.066 -1.651
H 1.526 -1.069 -1.653
H 1.378 -1.418 0.389
H -0.634 -2.776 -1.097
H -1.580 -1.419 -1.803
H -0.471 -2.140 -2.805
*
```

natural (NBO) population analysis, charges in e, atoms 1 to 4: C -0.412; N -0.700; H 0.242; H 0.228


[2]
C3H12NO2 | ωB97M-V/def2-TZVPD

LUMO level = -4.44 eV
HOMO level = -15.329 eV
frontier orbital gap = 10.889 eV

ORCA input file:
```
! RIJCOSX wB97M-V def2-TZVPD def2/J DEFGRID3
* xyz 1 1
C 0.585 -0.173 2.148
C -0.443 0.732 1.494
C 0.237 0.339 -0.802
N -0.669 0.315 0.079
H 0.193 -1.187 2.128
H 1.518 -0.175 1.580
H 0.833 0.217 3.122
H -1.400 0.647 1.992
H -0.176 1.794 1.466
H 0.044 -0.107 -1.753
H 1.185 0.823 -0.598
H -1.626 0.056 -0.161
H -2.354 1.509 -2.711
H -3.061 0.195 -2.677
O -2.309 0.651 -2.268
H 3.241 -2.056 -1.019
H 1.754 -2.015 -1.261
O 2.447 -1.564 -0.759
*
```

natural (NBO) population analysis, charges in e, atoms 1 to 4: C -0.621; C -0.235; C 0.142; N -0.394


[3]
C3H12NO2 | ωB97M-V/def2-TZVPD

LUMO level = -3.16 eV
HOMO level = -14.623 eV
frontier orbital gap = 11.458 eV

ORCA input file:
```
! RIJCOSX wB97M-V def2-TZVPD def2/J DEFGRID3
* xyz 1 1
C -0.018 -0.819 0.791
C 0.556 -0.746 -0.616
C 2.058 -0.946 -0.675
O 0.123 0.476 -1.214
N -1.374 -0.219 0.809
H 0.583 -0.172 1.420
H 0.057 -1.833 1.165
H 0.091 -1.565 -1.192
H 2.294 -1.929 -0.292
H 2.412 -0.925 -1.698
H 2.541 -0.156 -0.107
H 0.856 0.755 -1.773
H -1.378 0.756 0.401
H -2.076 -0.793 0.345
H -1.682 -0.084 1.770
H -1.166 2.970 -0.258
H -2.323 2.861 0.723
O -1.555 2.370 0.402
*
```

natural (NBO) population analysis, charges in e, atoms 1 to 4: C -0.245; C 0.085; C -0.641; O -0.739


[4]
C3H12NO2 | ωB97M-V/def2-TZVPD

LUMO level = -3.20 eV
HOMO level = -14.379 eV
frontier orbital gap = 11.176 eV

ORCA input file:
```
! RIJCOSX wB97M-V def2-TZVPD def2/J DEFGRID3
* xyz 1 1
C 0.802 0.341 -0.680
C 1.163 0.297 0.785
C -0.053 -0.032 1.688
O -0.065 -1.441 1.860
N 0.120 -1.030 -0.999
H 1.754 0.223 -1.229
H 0.325 1.185 -1.239
H 1.743 -0.626 0.839
H 1.814 1.125 1.083
H -0.193 0.562 2.587
H -0.985 0.017 1.088
H -0.096 -1.716 2.787
H 0.689 -1.820 -0.702
H -0.111 -1.031 -2.024
H -0.806 -1.109 -0.590
H -1.879 2.228 -1.162
H -2.479 1.349 -2.348
O -1.743 1.475 -1.744
*
```

natural (NBO) population analysis, charges in e, atoms 1 to 4: C -0.211; C -0.462; C -0.076; O -0.764


[5]
C3H12NO2 | ωB97M-V/def2-TZVPD

LUMO level = -3.55 eV
HOMO level = -14.086 eV
frontier orbital gap = 10.536 eV

ORCA input file:
```
! RIJCOSX wB97M-V def2-TZVPD def2/J DEFGRID3
* xyz 1 1
C 0.562 -2.742 0.178
C 0.706 -1.295 -0.088
C 1.588 -0.658 -0.848
N -0.185 -0.446 0.753
H 1.150 -3.250 -0.592
H -0.471 -3.103 0.136
H 1.020 -3.090 1.112
H 1.320 0.165 -1.504
H 2.527 -1.131 -1.099
H -1.202 -0.371 0.585
H -0.189 -0.551 1.778
H 0.125 0.538 0.755
H -0.157 3.159 -1.416
H 1.012 2.265 -1.502
O 0.142 2.292 -1.118
H -2.652 2.110 1.713
H -1.914 2.455 0.407
O -2.166 1.736 0.979
*
```

natural (NBO) population analysis, charges in e, atoms 1 to 4: C -0.688; C 0.169; C -0.376; N -0.721


[6]
C3H12NO3 | ωB97M-V/def2-TZVPD

LUMO level = -8.43 eV
HOMO level = -14.606 eV
frontier orbital gap = 6.172 eV

ORCA input file:
```
! RIJCOSX wB97M-V def2-TZVPD def2/J DEFGRID3
* xyz 1 1
C -0.044 -0.539 -1.166
C -0.618 0.561 -1.752
C 1.530 -1.318 0.330
N 1.056 -0.307 -0.455
H -0.583 -1.483 -0.916
H -0.034 1.489 -1.692
H -1.333 0.434 -2.571
H 1.799 -2.179 -0.236
H 0.773 -1.507 1.136
H 2.446 -1.002 0.833
H -2.412 -0.264 1.562
H -2.352 -1.566 2.392
O -1.937 -1.128 1.670
H 3.973 1.767 -0.060
H 2.620 1.049 -0.396
O 3.314 1.111 0.243
H -3.317 2.136 0.531
H -2.164 1.377 -0.106
O -2.719 1.369 0.653
*
```

natural (NBO) population analysis, charges in e, atoms 1 to 4: C -0.109; C 0.023; C -0.543; N -0.022


[7]
C3H12NO3 | ωB97M-V/def2-TZVPD

LUMO level = -3.08 eV
HOMO level = -14.747 eV
frontier orbital gap = 11.662 eV

ORCA input file:
```
! RIJCOSX wB97M-V def2-TZVPD def2/J DEFGRID3
* xyz 1 1
C 0.381 1.361 0.269
O 0.302 2.030 1.508
C -0.865 0.509 0.100
C -0.649 -0.443 -1.121
O -1.692 -1.406 -0.971
N -0.996 -0.420 1.316
H 1.187 0.621 0.317
H 0.399 2.084 -0.560
H 1.081 2.543 1.740
H -1.811 1.066 0.010
H -0.782 0.056 -2.063
H 0.381 -0.768 -0.950
H -2.370 -1.355 -1.651
H -0.448 -0.051 2.092
H -1.978 -0.472 1.641
H -0.712 -1.366 1.072
H 2.662 -1.492 -1.621
H 3.374 -1.409 -0.378
O 2.536 -1.087 -0.749
*
```

natural (NBO) population analysis, charges in e, atoms 1 to 4: C -0.099; O -0.746; C -0.064; C -0.096


Results for calculated total energy: -250.6750; -326.4751; -326.5054; -326.4650; -326.4475; -401.5696; -401.7174 (in hartree, following the order of the records).